Record 1
A molecular structure, C35H25N6O8V. Source: OMol25; level of theory: ωB97M-V with the def2-TZVPD basis set.

Last column: Mulliken spin population.
Element x y z (Å)
1 V -0.7279 -0.7263 -1.0268  1.957
2 O -0.5127 -3.3533 -5.7716  0.000
3 C -0.4010 -4.3262 -4.8563  -0.002
4 C -0.0421 -5.5959 -5.3168  0.000
5 C 0.0905 -6.6481 -4.4367  0.000
6 C -0.1290 -6.4684 -3.0710  0.000
7 C -0.4778 -5.2172 -2.6110  0.001
8 C -0.6201 -4.1325 -3.4809  0.002
9 C -0.9701 -2.8180 -2.9193  0.002
10 O -1.0783 -2.6821 -1.6497  -0.024
11 N -1.1772 -1.8125 -3.7592  -0.005
12 N -1.4672 -0.7179 -3.0092  -0.034
13 C -2.1005 0.2790 -3.4782  0.050
14 C -2.5911 1.1958 -2.4465  0.010
15 C -3.3088 2.3472 -2.7177  0.003
16 C -3.8057 3.0820 -1.6545  0.008
17 C -3.5746 2.6413 -0.3613  -0.001
18 C -2.8344 1.4862 -0.1771  0.027
19 N -2.3588 0.7708 -1.1925  -0.017
20 H -0.7674 -2.5241 -5.3056  0.001
21 H 0.1286 -5.7199 -6.3777  0.000
22 H 0.3697 -7.6234 -4.8155  0.000
23 H -0.0265 -7.2979 -2.3848  0.000
24 H -0.6509 -5.0409 -1.5576  0.001
25 H -2.3667 0.3723 -4.5254  -0.001
26 H -3.4585 2.6589 -3.7417  0.000
27 H -4.3656 3.9903 -1.8336  0.000
28 H -3.9428 3.1801 0.5001  0.000
29 H -2.5963 1.1217 0.8144  0.005
30 O -1.5271 -2.3684 2.7234  0.003
31 C -1.0646 -1.9585 1.5652  0.001
32 O -1.7246 -1.2873 0.7791  -0.011
33 C 0.3065 -2.4026 1.2110  0.010
34 C 1.1252 -3.2740 1.8910  0.000
35 C 2.3728 -3.5427 1.3203  0.004
36 C 2.7384 -2.9518 0.1240  0.002
37 C 1.8380 -2.0879 -0.4910  0.023
38 N 0.6739 -1.8421 0.0682  -0.052
39 C 2.0135 -1.3619 -1.8210  0.003
40 O 3.0481 -1.4969 -2.4379  0.011
41 O 0.9789 -0.6554 -2.1194  0.002
42 H -2.4181 -2.0047 2.8473  -0.001
43 H 0.8133 -3.7220 2.8227  0.000
44 H 3.0516 -4.2206 1.8207  0.000
45 H 3.6884 -3.1397 -0.3564  0.000
46 O 0.0948 2.4255 -1.7885  0.003
47 C 0.2308 2.2061 -0.6040  0.010
48 N 0.5374 3.1546 0.3509  0.001
49 C 0.7219 2.5514 1.6557  0.010
50 C 0.3190 1.0917 1.3326  0.043
51 O 0.2374 0.2237 2.1953  0.006
52 N 0.0682 0.9686 0.0165  -0.045
53 C 2.1692 2.6650 2.1153  -0.005
54 C 2.6247 3.9065 2.5547  0.000
55 C 3.9495 4.0865 2.9148  0.000
56 C 4.8376 3.0202 2.8488  0.000
57 C 4.3893 1.7813 2.4210  0.000
58 C 3.0607 1.6022 2.0556  0.000
59 C -0.2508 3.0906 2.6980  -0.001
60 C -0.1452 2.6626 4.0193  0.000
61 C -1.0474 3.1054 4.9719  0.000
62 C -2.0644 3.9857 4.6217  0.000
63 C -2.1710 4.4169 3.3093  0.000
64 C -1.2697 3.9681 2.3499  -0.001
65 H 1.0488 3.9702 0.0559  0.000
66 H 1.9304 4.7367 2.6287  0.000
67 H 4.2900 5.0567 3.2530  0.000
68 H 5.8731 3.1566 3.1321  0.000
69 H 5.0750 0.9454 2.3675  0.000
70 H 2.7238 0.6265 1.7303  0.000
71 H 0.6446 1.9755 4.2932  0.000
72 H -0.9560 2.7666 5.9961  0.000
73 H -2.7630 4.3363 5.3703  0.000
74 H -2.9526 5.1113 3.0265  0.000
75 H -1.3568 4.3016 1.3242  0.000

Computed properties:
<S²>: 2.014
Highest occupied orbital energy (spin up / spin down), Eh: -0.2984 / -0.2981
Gap between HOMO and LUMO (spin up / spin down), eV: 7.5 / 7.3
Multiplicity: 3
Net charge: 0

=====

Record 2
2 unconnected molecules or ions with the total composition CHF4NOS in a non-equilibrium geometry. Source: OMol25; level of theory: ωB97M-V with the def2-TZVPD basis set.

Last column: natural (NBO) charge in e.
Element x y z (Å)
1 C 0.9522 -0.3951 -0.3380  0.935
2 N -1.8257 -0.0667 -0.4027  -0.879
3 O -0.6855 -0.1181 2.0170  -0.866
4 F 2.0298 -0.0585 0.2652  -0.271
5 F 0.7195 -1.7081 -0.2692  -0.306
6 F 0.9476 0.0613 -1.5314  -0.269
7 F 1.2496 2.4730 -0.3111  -0.193
8 S -0.7257 0.3675 0.6701  1.462
9 H -2.6618 -0.5553 -0.1000  0.388

Computed properties:
Highest occupied orbital energy (spin up / spin down), Eh: -0.4160 / -0.3525
Gap between HOMO and LUMO (spin up / spin down), eV: 8.7 / 5.4
Multiplicity: 1
Net charge: 0

=====

What energy above the lowest of the compared OMol25 structures with the same formula, charge and spin values result from the calculations? In sequence: 0.186, 5.223 eV.